# 1
{
  "formula": "C6H9NO2",
  "method": "the ωB97M-V functional and the def2-TZVPD basis",
  "symbols": ["C", "C", "O", "C", "C", "C", "N", "C", "O", "H", "H", "H", "H", "H", "H", "H", "H", "H"],
  "coordinates": [[1.3833, 1.8713, -0.3674], [0.9865, 0.5076, 0.2645], [1.6458, -0.6107, -0.3027], [0.8140, -1.7471, -0.2075], [-0.5349, -1.1992, 0.3650], [-0.3332, 0.1819, 0.6610], [-1.1235, -0.1717, -0.4472], [-2.5377, -0.1818, -0.3276], [-3.3682, 0.7441, -0.0655], [0.5781, 2.4525, 0.2425], [2.5050, 2.4598, -0.1735], [1.2258, 1.6722, -1.5262], [1.3996, 0.9002, 1.4059], [0.8597, -1.9383, -1.3420], [1.2030, -2.5025, 0.4836], [-1.1942, -1.9742, 0.7057], [-0.7808, 0.7737, 1.5465], [-2.7283, -1.2378, -0.9151]],
  "multiplicity": 1,
  "relative_energy_kcal_mol": 123.8,
  "charge": 0,
  "energy_ev": -11947.9513,
  "smiles": "C[C@@H]1OC[C@H]2[C@@H]1N2C=O",
  "orbital_gap_ev": 10.064
}

=====

# 2
{
  "formula": "C6H9NO2",
  "method": "the ωB97M-V functional and the def2-TZVPD basis",
  "symbols": ["C", "C", "C", "C", "C", "C", "N", "O", "O", "H", "H", "H", "H", "H", "H", "H", "H", "H"],
  "coordinates": [[-1.6239, -1.5719, -2.2649], [-1.0774, -1.8420, -0.9427], [-1.5841, -0.6638, -3.2194], [-0.0377, 0.9227, 1.9843], [1.9624, 1.2989, 0.7485], [0.8506, 0.2580, 1.0060], [0.2348, 0.0023, -0.2326], [-1.6656, 0.2007, -3.9686], [-0.3989, -1.1665, -0.0840], [-2.2752, -2.3753, -2.6097], [-1.6915, -2.4437, -0.2704], [-0.1764, 1.9066, 1.5212], [-1.0824, 0.5247, 2.1146], [0.5329, 0.9201, 2.9753], [1.4351, 2.1818, 0.3942], [2.7298, 0.9851, -0.1232], [2.4629, 1.5019, 1.6447], [1.4045, -0.6395, 1.3266]],
  "multiplicity": 1,
  "relative_energy_kcal_mol": 143.8,
  "charge": 0,
  "energy_ev": -11947.0817,
  "orbital_gap_ev": [7.393, 8.554]
}

=====

# 3
{
  "formula": "C6H9NO2S",
  "method": "the ωB97M-V functional and the def2-TZVPD basis",
  "symbols": ["C", "C", "C", "C", "C", "C", "N", "O", "O", "S", "H", "H", "H", "H", "H", "H", "H", "H", "H"],
  "coordinates": [[2.3518, -0.4782, 1.2936], [-2.6779, 0.0070, -0.5174], [0.6085, 0.7078, 0.1505], [-3.9566, 0.0659, 0.2580], [2.5826, -0.4431, -1.2118], [2.0603, 0.2707, 0.0783], [-0.3215, -0.0964, -0.1710], [3.2320, -1.3319, 1.3246], [-1.6137, 0.2081, 0.2036], [0.4889, 2.1745, 0.8558], [1.8127, -0.2348, 2.2857], [-2.6976, -0.4342, -1.4895], [-4.0641, 0.9795, 0.8466], [-4.0062, -0.7873, 0.9543], [-4.8691, 0.0509, -0.3275], [2.0604, -1.2322, -1.7744], [3.4706, -1.0174, -0.8430], [2.8767, 0.4038, -1.9428], [2.6623, 1.1874, 0.0264]],
  "multiplicity": 1,
  "relative_energy_kcal_mol": 124.4,
  "charge": 0,
  "energy_ev": -22783.0181,
  "orbital_gap_ev": [5.967, 5.968]
}

=====

# 4
{
  "formula": "C6H9NO3",
  "method": "the ωB97M-V functional and the def2-TZVPD basis",
  "symbols": ["C", "C", "O", "C", "O", "O", "H", "H", "H", "H", "C", "C", "N", "C", "H", "H", "H", "H", "H"],
  "coordinates": [[2.2668, 1.0277, 0.1106], [1.3403, 0.0670, -0.6014], [1.6295, -0.3240, -1.7240], [1.1018, -1.2940, 0.5239], [1.2842, -1.2867, 1.7116], [0.7601, -2.3684, -0.1878], [2.0480, 2.0436, -0.2227], [3.2967, 0.8361, -0.1844], [2.2773, 0.9506, 1.1941], [-0.0908, -2.1835, -0.6530], [-1.8576, -1.3989, 0.9294], [-1.2947, -0.3048, 0.4754], [-0.8815, 0.6091, -0.2651], [-1.7544, 1.6643, -0.7501], [-1.5600, -1.7902, 1.8903], [-2.4525, -2.0306, 0.2857], [-1.3538, 2.6415, -0.4846], [-2.7294, 1.6492, -0.2575], [-2.0301, 1.4920, -1.7906]],
  "multiplicity": 1,
  "relative_energy_kcal_mol": 91.6,
  "charge": 0,
  "energy_ev": -13996.6356,
  "smiles": "CC(=O)C(=O)O.C=C=NC",
  "orbital_gap_ev": 9.125
}

=====

# 5
{
  "formula": "C6H9NO4",
  "method": "the ωB97M-V functional and the def2-TZVPD basis",
  "symbols": ["C", "C", "C", "O", "C", "C", "C", "O", "N", "O", "O", "H", "H", "H", "H", "H", "H", "H", "H", "H"],
  "coordinates": [[-0.6205, 1.2073, -1.2066], [-0.3530, -0.3398, -1.0962], [-1.7816, -0.9708, -0.3678], [-2.7806, -0.3809, -0.4145], [0.8154, -0.7691, -0.3006], [0.6719, -0.3934, 1.2114], [1.3950, 0.9076, 1.4545], [1.8989, 1.5516, 0.5621], [-0.4372, -1.0339, -2.4046], [0.1948, -2.0650, -2.4813], [-1.1054, -0.5686, -3.2959], [0.2884, 1.7017, -1.6697], [-0.7977, 1.4430, -0.1288], [-1.5394, 1.1410, -1.7803], [-1.5039, -1.8078, 0.2244], [1.7014, -0.1534, -0.5140], [0.9712, -1.8264, -0.4534], [1.3367, -1.0909, 1.7698], [-0.4267, -0.4149, 1.6839], [1.3044, 1.2094, 2.5676]],
  "multiplicity": 1,
  "relative_energy_kcal_mol": 131.0,
  "charge": 0,
  "energy_ev": -16043.2070,
  "smiles": "C[C@](C=O)(CCC=O)[N+](=O)[O-]",
  "orbital_gap_ev": 10.274
}

=====

# 6
{
  "formula": "C6H9NO5",
  "method": "the ωB97M-V functional and the def2-TZVPD basis",
  "symbols": ["C", "C", "C", "C", "C", "C", "H", "H", "H", "H", "H", "H", "H", "H", "H", "N", "O", "O", "O", "O", "O"],
  "coordinates": [[-2.0285, -1.1919, -0.2020], [-1.3271, -0.0510, 0.4285], [0.8846, 0.2395, 1.0209], [2.7436, -0.0168, -0.3546], [0.7455, 1.0006, -0.1264], [-0.7349, 0.9950, -0.6084], [-0.8763, -2.6654, -0.7732], [-1.7954, -2.3107, 0.6518], [-3.1794, -1.2278, -0.5068], [-1.9418, 0.4324, 1.3186], [1.1105, 0.5783, 2.1566], [2.1908, -1.5267, 1.1774], [1.1075, 2.0526, 0.1164], [-0.9248, 0.7158, -1.6256], [-1.1390, 3.1427, -0.8257], [2.1429, -0.3979, 0.8923], [-1.1269, -1.5418, -1.4599], [-0.1115, -0.6860, 0.8831], [3.8195, -0.4594, -0.7969], [1.7282, 0.6741, -1.1336], [-1.2875, 2.2444, -0.2325]],
  "multiplicity": 1,
  "relative_energy_kcal_mol": 177.1,
  "charge": 0,
  "energy_ev": -18088.5389,
  "orbital_gap_ev": 10.010
}

=====

# 7
{
  "formula": "C6H9NO5Tl",
  "method": "the ωB97M-V functional and the def2-TZVPD basis",
  "symbols": ["Tl", "O", "C", "C", "N", "C", "C", "O", "O", "C", "C", "O", "O", "H", "H", "H", "H", "H", "H", "H", "H", "H"],
  "coordinates": [[2.5281, -0.2801, -0.7142], [0.6367, 1.6480, -1.9973], [-0.6582, 1.0666, -1.8992], [-1.0115, 0.7146, -0.4664], [-0.0791, -0.2412, 0.1367], [0.2118, 0.1294, 1.5261], [0.9211, 1.5021, 1.5895], [0.5776, 2.2910, 2.4726], [1.8055, 1.6870, 0.6837], [-0.5871, -1.6066, 0.0431], [0.4572, -2.7164, 0.3132], [-0.0055, -3.8333, 0.5613], [1.6769, -2.3815, 0.1928], [0.8335, 2.0906, -1.1553], [-0.6626, 0.1824, -2.5405], [-1.4133, 1.7648, -2.2787], [-2.0448, 0.3448, -0.4204], [-0.9891, 1.6438, 0.1068], [0.8823, -0.6259, 1.9441], [-0.6970, 0.1683, 2.1359], [-0.9609, -1.7784, -0.9697], [-1.4216, -1.7698, 0.7357]],
  "multiplicity": 1,
  "charge": -1,
  "energy_ev": -22792.3668,
  "orbital_gap_ev": 8.175
}

=====

# 8
{
  "formula": "C6H9NOS",
  "method": "the ωB97M-V functional and the def2-TZVPD basis",
  "symbols": ["C", "C", "C", "C", "C", "C", "N", "O", "S", "H", "H", "H", "H", "H", "H", "H", "H", "H"],
  "coordinates": [[1.9512, 1.1354, -0.4246], [0.4702, -1.3116, 1.0777], [-0.5216, 1.7639, 0.1160], [-1.5796, 0.8109, 0.9185], [-0.1574, -1.1417, -0.0758], [0.3440, -1.5700, -1.3817], [0.8168, 1.2141, -0.1470], [3.0432, 0.8723, -0.7160], [-1.8977, -0.7465, 0.1157], [1.4383, -1.7347, 1.1866], [-0.0679, -1.1039, 1.9556], [-1.1048, 1.9188, -0.8284], [-0.5315, 2.7030, 0.7177], [-1.2267, 0.6947, 1.8715], [-2.4373, 1.4409, 0.8982], [1.4789, -1.6885, -1.4301], [0.0462, -0.7928, -2.1987], [-0.0644, -2.4643, -1.6553]],
  "multiplicity": 3,
  "relative_energy_kcal_mol": 47.4,
  "charge": 0,
  "energy_ev": -20735.0873,
  "s_squared": 2.01,
  "orbital_gap_ev": [5.742, 7.424]
}

=====

# 9
{
  "formula": "C6H9NS",
  "method": "the ωB97M-V functional and the def2-TZVPD basis",
  "symbols": ["C", "C", "C", "C", "S", "C", "C", "N", "H", "H", "H", "H", "H", "H", "H", "H", "H"],
  "coordinates": [[0.8282, 1.6292, 0.8499], [0.1343, 1.6675, -0.4716], [-0.8470, 0.8603, -0.8935], [-1.6171, -0.1026, -0.1136], [-3.2674, -0.0723, -0.0419], [-0.9428, -1.2464, 0.5514], [0.1623, -1.9741, 0.2102], [1.0666, -1.5935, -0.7239], [1.8065, 1.1842, 0.7087], [0.3130, 1.1727, 1.7162], [1.1004, 2.6525, 1.2129], [0.6439, 2.2156, -1.2475], [-1.2057, 0.9022, -1.9144], [-1.4138, -1.5831, 1.4625], [0.4558, -2.8504, 0.8224], [0.9608, -0.6778, -1.1368], [1.8220, -2.1840, -0.9909]],
  "multiplicity": 1,
  "relative_energy_kcal_mol": 37.9,
  "charge": 0,
  "energy_ev": -18691.5669,
  "smiles": "C/C=C\\C(=S)/C=C\\N",
  "orbital_gap_ev": 7.511
}

=====

# 10
{
  "formula": "C6H9NS",
  "method": "the ωB97M-V functional and the def2-TZVPD basis",
  "symbols": ["C", "C", "C", "C", "C", "C", "H", "H", "H", "H", "H", "H", "H", "H", "H", "N", "S"],
  "coordinates": [[0.9200, -0.2894, 0.3121], [-0.2466, -1.2608, -0.0162], [-1.4501, -0.5054, 0.6506], [-1.1266, 0.4541, -0.5693], [0.2958, 1.0152, -0.2115], [0.9492, 2.2302, -0.1927], [2.7564, -1.8773, 0.4408], [0.8560, -0.2263, 1.4460], [0.1236, -2.3157, -0.0785], [-1.2690, -0.1115, 1.6925], [-2.3348, -1.1084, 0.6377], [-1.9190, 1.1198, -0.9480], [-1.8034, -1.2584, -1.3205], [0.4283, 3.2065, -0.3736], [2.0298, 2.4084, 0.1711], [-0.7687, -0.8232, -1.2870], [2.5591, -0.6579, -0.3537]],
  "multiplicity": 1,
  "relative_energy_kcal_mol": 77.5,
  "charge": 0,
  "energy_ev": -18689.8481,
  "orbital_gap_ev": 9.729
}

=====

# 11
{
  "formula": "C6H9O4V",
  "method": "the ωB97M-V functional and the def2-TZVPD basis",
  "symbols": ["O", "C", "O", "O", "C", "V", "H", "H", "C", "C", "H", "H", "H", "C", "C", "O", "H", "H", "H", "H"],
  "coordinates": [[3.7151, 0.2320, 0.2804], [2.7106, -0.4922, -0.0032], [2.6458, -1.0141, -1.1588], [1.7382, -0.5093, 0.8640], [0.3542, -0.7218, 0.5119], [4.3858, -0.4272, -1.3667], [0.4535, -0.8769, -0.5712], [0.2118, -1.3914, 1.3704], [-1.9331, -1.1978, 1.5611], [-1.9731, -0.0364, 0.8457], [-1.6618, -2.2015, 1.2302], [-2.4398, -1.2110, 2.5301], [-2.9309, 0.2669, 0.4103], [-0.7568, 0.5901, 0.2990], [-1.0369, 1.2065, -1.0628], [0.1073, 1.8847, -1.5400], [-0.2900, 1.3383, 0.9567], [-1.8791, 1.9138, -0.9678], [-1.3467, 0.4180, -1.7719], [-0.0742, 2.2292, -2.4172]],
  "multiplicity": 4,
  "relative_energy_kcal_mol": 99.8,
  "charge": 1,
  "energy_ev": -40232.4382,
  "s_squared": 3.90,
  "orbital_gap_ev": [5.238, 5.131]
}

=====

# 12
{
  "formula": "C6H9O8",
  "method": "the ωB97M-V functional and the def2-TZVPD basis",
  "symbols": ["C", "C", "C", "C", "C", "C", "O", "O", "O", "O", "O", "O", "O", "O", "H", "H", "H", "H", "H", "H", "H", "H", "H"],
  "coordinates": [[0.3036, 0.9519, 0.5938], [1.3899, 0.1564, -0.0169], [-0.1253, 2.1283, -0.1540], [-2.2750, 0.5084, 0.8914], [-1.7662, -1.2650, -0.7377], [-0.9760, -0.2425, 0.6872], [0.1337, 3.2535, 0.1647], [-0.7644, 1.9879, -1.3895], [2.0059, -0.4875, 0.9856], [1.7322, 0.1226, -1.1852], [-1.8350, -0.6084, -1.7649], [-2.0617, -2.3744, -0.3517], [4.0674, -1.4272, -1.1586], [-0.5993, -1.1791, 1.6929], [-3.0553, -0.1841, 1.0912], [-2.4045, 1.1937, 0.0487], [-2.3181, 1.1705, 1.8025], [2.7796, -1.1446, 0.7076], [-1.2153, 1.0831, -1.5012], [3.8838, -2.0064, -1.9435], [-0.8682, -2.1171, 1.2677], [3.3792, -0.7673, -1.2873], [0.5890, 1.2473, 1.5573]],
  "multiplicity": 1,
  "relative_energy_kcal_mol": 12.0,
  "charge": -1,
  "energy_ev": -22749.6961,
  "orbital_gap_ev": 7.801
}

=====

Values for max |F|, eV/A, ordered as above
8.5, 3.8, 5.0, 6.0, 4.6, 8.3, 0.3, 8.6, 2.0, 3.9, 4.7, 4.4